DFT (ωB97M-V/def2-TZVPD) results for a cluster of 2 separate species, C6H15N2 in total.

```
23
Properties=species:S:1:pos:R:3:forces:R:3
C -1.30847 0.51687 -0.03364 -1.8 0.9 -1.1
C -2.40724 0.76184 -0.81282 1.4 -0.2 0.8
N -3.24887 -0.16686 -1.35919 -0.1 -0.6 -0.6
N -0.60575 1.69384 0.52630 -0.2 -2.0 -0.2
H -0.89494 -0.44770 0.21386 -0.3 0.0 0.0
H -2.68262 1.78164 -1.05576 0.1 0.0 0.3
H -3.80310 0.12621 -2.16604 0.4 -0.2 0.6
H -2.88632 -1.11483 -1.43823 -0.3 0.4 0.1
H 0.37317 1.64223 0.26134 0.4 0.5 -0.1
H -0.66028 1.77355 1.56849 -0.1 0.1 0.7
H -0.99504 2.53387 0.14716 -0.5 1.6 -0.5
C 2.48211 0.84148 0.90618 -0.4 -1.5 -0.4
C 1.58049 -0.42792 1.08880 0.3 -0.2 0.1
C 1.47488 -1.23910 -0.19890 1.2 -0.8 0.1
C 1.92794 -2.51431 -0.26927 -0.9 1.8 0.9
H 2.02129 1.42713 0.08555 0.7 0.3 0.6
H 2.59715 1.33876 1.87049 -0.2 0.4 -0.3
H 3.48127 0.52122 0.56164 -0.4 0.2 0.1
H 0.58112 -0.14506 1.46625 0.5 0.0 -0.1
H 1.99477 -1.06607 1.89288 -0.1 0.2 -0.5
H 1.20599 -0.71439 -1.13379 -0.1 -0.2 0.6
H 1.91281 -3.01711 -1.22206 0.2 -0.4 0.1
H 2.23877 -2.96152 0.69634 0.0 -0.2 -1.0
```
Positions in Å, forces in eV/Å.

E (eV): -9440.40037
Total charge: 0
ΔE to the lowest compared entry with this formula, charge and spin (kJ/mol): 330.82
Gap between HOMO and LUMO (alpha / beta) (hartree): 0.1428 / 0.3567
LUMO level (alpha / beta) (eV): 0.71 / 0.66
2S+1: 2

Population analysis type Mulliken, resulting atomic charges in e:
1 C -0.28
2 C -0.74
3 N -0.42
4 N -1.54
5 H 0.20
6 H 0.27
7 H 0.26
8 H 0.23
9 H -0.20
10 H 1.11
11 H 0.97
12 C -1.77
13 C -0.52
14 C 0.03
15 C -0.80
16 H 0.66
17 H 0.41
18 H 0.32
19 H 0.53
20 H 0.39
21 H 0.35
22 H 0.28
23 H 0.24

DFT (ωB97M-V/def2-TZVPD) results for a structure of composition C18H18Cl2N3O6STi.

```
49
Properties=species:S:1:pos:R:3:forces:R:3
Ti -0.25541 0.43858 -1.14221 0.1 -0.5 -0.2
O 1.60998 2.25829 0.98240 0.1 0.0 0.2
C 0.63567 3.19752 1.37634 0.0 0.0 0.1
C -0.78539 2.65349 1.37127 0.0 0.1 0.0
N -1.26471 2.20044 0.05859 0.0 -0.1 0.0
C -1.18561 3.26608 -0.94928 0.1 0.4 -0.1
C 0.03473 3.13633 -1.87379 -0.1 0.0 0.0
O 0.21962 3.95512 -2.74440 0.1 0.1 0.1
O 0.79398 2.10673 -1.60702 -0.1 0.0 -0.2
C -2.63521 1.68964 0.17559 -0.2 0.0 0.0
C -3.08751 0.99536 -1.11516 0.1 0.0 -0.2
O -4.26809 0.85625 -1.35765 0.0 0.1 0.2
O -2.10995 0.60334 -1.87593 0.2 0.0 0.0
H 1.64690 2.30656 0.01486 0.0 -0.2 -0.2
H 0.70867 4.10211 0.76194 0.0 0.0 0.0
H 0.86546 3.49655 2.40309 0.0 0.0 0.0
H -1.44552 3.45043 1.75300 0.0 0.0 0.0
H -0.86627 1.81227 2.06136 0.1 0.0 0.0
H -1.11462 4.26102 -0.49455 -0.2 -0.1 0.1
H -2.08052 3.26123 -1.57018 0.1 0.0 -0.1
H -3.35614 2.48255 0.40860 0.1 0.0 0.1
H -2.65604 0.94939 0.98005 -0.1 0.0 0.0
Cl 2.26348 -0.45609 -0.45918 -0.1 0.0 -0.2
C 2.68031 -1.61101 -1.72086 0.0 0.1 0.3
C 3.88447 -2.26413 -1.53252 0.0 -0.1 -0.2
C 4.30240 -3.19324 -2.47204 0.0 0.0 0.0
C 3.49977 -3.44057 -3.57393 0.0 0.0 0.1
C 2.30352 -2.76499 -3.72330 -0.1 -0.1 -0.2
Cl 1.36298 -3.14412 -5.14050 0.0 0.0 0.1
C 1.82231 -1.81210 -2.80874 0.0 0.1 0.0
S 0.30583 -0.99426 -3.07533 0.1 0.0 0.3
H 4.47801 -2.04021 -0.65787 0.0 0.0 0.0
H 5.24082 -3.71607 -2.34933 0.0 0.0 0.0
H 3.79133 -4.15835 -4.32701 0.0 0.0 0.0
N 0.55485 -0.73260 4.24245 0.0 0.0 0.0
C -0.65152 -1.34765 4.03163 -0.2 0.1 0.0
O -1.36247 -1.67252 4.96733 0.1 0.0 0.0
C -1.06495 -1.54297 2.60971 0.3 0.2 0.2
C -2.09269 -2.45609 2.31713 0.0 0.1 -0.2
C -2.39580 -2.61638 0.95765 -0.1 -0.2 0.0
C -1.75525 -1.89631 -0.00993 0.0 0.1 -0.1
N -0.81106 -0.92182 0.28209 -0.1 0.1 0.1
C -0.46759 -0.81943 1.60564 0.0 -0.1 0.0
H 0.86776 -0.71529 5.19802 0.0 0.0 0.0
H 1.25193 -0.72639 3.51886 0.0 0.0 0.0
H -2.58685 -3.00350 3.10279 0.0 0.0 0.0
H -3.14413 -3.33347 0.64430 0.0 0.0 0.0
H -1.97664 -2.02057 -1.06177 0.0 0.0 0.0
H 0.29519 -0.07911 1.81780 0.0 0.0 0.0
```
Positions in Å, forces in eV/Å.

E (eV): -94715.56192
Total charge: -1
ΔE to the lowest compared entry with this formula, charge and spin (kJ/mol): 0.00
Gap between HOMO and LUMO (alpha / beta) (hartree): 0.1940 / 0.2850
LUMO level (alpha / beta) (eV): 2.50 / 2.48
2S+1: 3

Population analysis type Mulliken, resulting atomic charges in e:
1 Ti 0.64
2 O -0.59
3 C -0.85
4 C -0.75
5 N 0.76
6 C -0.98
7 C 0.67
8 O -0.72
9 O -0.56
10 C -0.72
11 C 0.58
12 O -0.74
13 O -0.66
14 H 0.47
15 H 0.33
16 H 0.50
17 H 0.31
18 H 0.40
19 H 0.52
20 H 0.49
21 H 0.42
22 H 0.31
23 Cl -0.15
24 C 0.76
25 C -0.75
26 C -0.37
27 C -0.75
28 C 0.29
29 Cl -0.23
30 C -0.17
31 S -0.34
32 H 0.39
33 H 0.35
34 H 0.39
35 N -0.31
36 C 0.34
37 O -0.68
38 C 0.85
39 C -0.96
40 C -0.68
41 C -0.51
42 N 0.70
43 C -0.80
44 H 0.24
45 H 0.20
46 H 0.47
47 H 0.40
48 H 0.45
49 H 0.07

DFT (ωB97M-V/def2-TZVPD) results for the ion C3H2NO2S with charge -1.

```
9
Properties=species:S:1:pos:R:3:forces:R:3
C 1.17054 1.09652 -0.47598 3.5 2.4 -1.9
C -0.25120 -0.87088 -1.01746 1.3 2.4 0.0
C 0.31084 0.06295 -0.22316 -2.3 -2.1 1.7
N 1.97500 1.93019 -0.68958 -1.9 -1.6 0.7
O -0.60204 -1.26186 1.96505 0.5 1.5 -0.4
O -1.41543 1.08100 1.49825 1.6 -1.0 0.4
S -0.19855 0.17063 1.67250 -2.4 -0.5 -0.4
H -1.13716 -1.41201 -0.69456 0.5 -0.4 0.0
H 0.14802 -0.79655 -2.03505 -0.8 -0.7 0.0
```
Positions in Å, forces in eV/Å.

E (eV): -19563.39621
Total charge: -1
ΔE to the lowest compared entry with this formula, charge and spin (kJ/mol): 174.63
Gap between HOMO and LUMO (hartree): 0.2891
LUMO level (eV): 3.91

Population analysis type Mulliken, resulting atomic charges in e:
1 C 0.27
2 C -0.73
3 C 0.23
4 N -0.55
5 O -0.64
6 O -0.62
7 S 0.44
8 H 0.31
9 H 0.28

DFT (ωB97M-V/def2-TZVPD) results for a cluster of 2 separate species, C4H10P2 in total.

```
16
Properties=species:S:1:pos:R:3:forces:R:3
H -0.62663 0.76788 1.93464 0.6 -1.2 1.5
P -1.28701 1.58427 1.10101 -0.4 1.7 -1.4
C -1.32077 0.48963 -0.14357 -1.6 -1.9 -1.2
C -1.91034 0.70348 -1.56740 2.1 0.8 2.4
P -1.47372 -1.30011 0.14023 1.2 -0.7 0.9
H -1.03183 1.00090 -2.14706 -0.4 -0.4 -0.6
H -2.41587 -0.20534 -1.85206 -0.4 0.4 -0.7
H -2.43712 1.58259 -1.32345 -1.6 1.0 -1.1
H -1.37632 -1.95058 -1.15895 0.5 0.7 0.5
H -0.11654 -1.48174 0.62785 -0.8 -0.4 -0.3
C 1.67146 0.44502 0.13939 0.5 0.8 0.0
C 1.98265 0.23828 1.41540 -0.2 -3.7 -1.4
H 1.33598 -0.31194 -0.57439 0.3 0.1 0.5
H 1.74738 1.46034 -0.28085 -0.2 -0.5 0.3
H 2.30218 0.92048 2.09715 0.8 2.5 1.4
H 2.04763 -0.78108 1.88810 -0.5 0.8 -0.9
```
Positions in Å, forces in eV/Å.

E (eV): -22883.69003
Structure (SMILES): [H]/P=C(/C)P.C=C
Total charge: 0
ΔE to the lowest compared entry with this formula, charge and spin (kJ/mol): 195.41
Gap between HOMO and LUMO (hartree): 0.3094
LUMO level (eV): 0.02

Population analysis type Mulliken, resulting atomic charges in e:
1 H -0.05
2 P -0.05
3 C 0.34
4 C -1.21
5 P -0.06
6 H 0.24
7 H 0.45
8 H 0.33
9 H 0.03
10 H -0.03
11 C -0.54
12 C -0.58
13 H 0.36
14 H 0.24
15 H 0.33
16 H 0.21

DFT (ωB97M-V/def2-TZVPD) results for a cluster of 3 separate species, C40H26BrF13N2O7P in total.

```
90
Properties=species:S:1:pos:R:3:forces:R:3
O -7.31527 3.03260 2.23576 0.0 -0.2 0.2
P -8.24310 2.34216 1.35389 0.9 1.1 0.1
O -7.91944 2.52437 -0.19875 -0.4 -0.8 0.2
O -9.73249 2.85154 1.51810 -0.1 -0.6 -0.2
C -8.13081 0.51542 1.61066 -0.5 0.4 -0.2
N -7.76837 0.09475 2.95954 0.3 -0.5 0.6
C -8.21776 0.56487 4.19435 0.0 0.1 0.8
Br -9.50639 1.86267 4.50043 0.1 -0.2 -0.2
C -7.56416 -0.11149 5.18307 -0.1 0.1 -1.0
N -6.73436 -1.00338 4.53212 -0.4 0.3 -0.6
C -6.86963 -0.87556 3.21070 0.2 -0.2 0.0
C -6.03567 -1.72626 2.29279 -0.4 0.1 0.1
C -6.69957 -2.19162 0.97720 -0.1 0.2 0.3
C -6.15450 -1.68537 -0.35646 0.1 -0.6 -0.1
F -5.90206 -2.74123 -1.16355 0.0 0.0 -0.1
F -7.10454 -0.94589 -0.99588 -0.1 0.3 0.1
C -4.86885 -0.83429 -0.36095 0.2 0.5 -0.5
F -4.69272 -0.39120 -1.61838 0.0 -0.1 -0.1
F -5.05067 0.26670 0.40347 -0.2 -0.1 0.2
C -3.57551 -1.58138 0.09230 0.2 0.0 0.1
F -3.00817 -0.91764 1.11607 0.0 0.1 0.0
F -3.89401 -2.80540 0.56916 -0.2 -0.1 -0.1
C -2.48979 -1.77106 -1.00147 0.5 -0.4 0.1
F -2.99152 -2.36469 -2.09043 -0.4 0.2 0.0
F -1.61355 -2.64643 -0.46709 -0.1 0.2 -0.1
C -1.70159 -0.46588 -1.37165 0.5 -0.2 -0.2
F -2.32692 0.63634 -0.94265 -0.4 0.1 0.0
F -0.50920 -0.51341 -0.76305 0.1 0.0 0.2
C -1.40498 -0.31891 -2.88865 0.2 0.4 0.3
F -2.51763 -0.12179 -3.57313 -0.3 0.0 -0.2
F -0.61339 0.73527 -3.03216 0.0 0.2 -0.1
F -0.76342 -1.38239 -3.34045 0.0 -0.4 -0.1
H -7.86697 1.68654 -0.67590 0.1 0.2 -0.4
H -10.35470 2.44063 0.90307 -0.2 0.3 -0.1
H -9.04517 0.03395 1.26502 -0.1 -0.2 0.2
H -7.32452 0.20567 0.96262 0.1 0.1 0.0
H -7.63481 -0.01359 6.24700 0.0 0.0 0.1
H -6.10251 -1.68515 4.92093 0.0 0.1 0.3
H -5.08411 -1.21282 2.19048 0.1 0.0 -0.2
H -5.81757 -2.62467 2.86352 0.1 -0.1 0.1
H -7.75547 -1.94571 1.00036 -0.1 0.0 -0.1
H -6.67457 -3.27415 0.94264 0.2 -0.1 -0.1
C 0.95856 -4.59686 2.19616 0.0 0.1 0.0
C 0.57718 -3.45880 1.48920 0.3 -0.2 0.3
C 1.51660 -2.49218 1.18032 -0.2 0.0 0.0
C 2.83593 -2.65110 1.57955 0.1 -0.1 0.1
C 3.21473 -3.78046 2.30377 0.0 0.1 0.0
C 2.27275 -4.75732 2.60327 -0.1 -0.1 0.0
C 4.62043 -3.94761 2.77688 0.1 -0.1 0.1
O 4.95023 -4.93210 3.40215 0.0 0.0 0.0
C 5.59825 -2.86783 2.46295 -0.1 0.1 0.0
C 6.89954 -2.97434 2.93554 0.1 0.0 0.0
C 7.82424 -1.98611 2.64191 0.0 0.0 0.0
C 7.45626 -0.89029 1.86822 0.0 0.0 0.0
C 6.15935 -0.77528 1.39774 0.1 0.1 0.0
C 5.22462 -1.75768 1.69952 0.0 -0.1 0.0
C 3.82899 -1.60326 1.21357 0.0 0.2 -0.1
O 3.49608 -0.65011 0.53859 0.0 0.0 0.1
H 0.22687 -5.35913 2.43102 0.0 0.0 0.0
H -0.44563 -3.33297 1.19001 -0.1 0.0 0.0
H 1.23409 -1.60816 0.62982 0.1 0.1 0.0
H 2.57423 -5.63709 3.15474 0.1 0.0 0.0
H 7.18248 -3.82949 3.53332 -0.1 0.0 0.0
H 8.83636 -2.06895 3.01469 0.0 0.0 0.0
H 8.18293 -0.12352 1.63543 0.0 0.0 0.0
H 5.86648 0.07642 0.79893 -0.1 0.0 0.0
C 8.07650 5.93323 -4.84496 0.0 0.0 0.0
C 7.90052 6.46667 -3.57242 0.0 0.0 0.0
C 7.05735 5.84402 -2.66809 0.1 0.1 0.0
C 6.37742 4.68970 -3.03542 0.0 -0.1 -0.1
C 6.53845 4.16584 -4.32022 0.0 0.0 0.1
C 7.39714 4.78633 -5.21857 0.1 0.1 -0.1
C 5.78753 2.95352 -4.75287 0.0 -0.1 -0.2
O 5.93136 2.49448 -5.86641 0.0 0.0 0.0
C 4.84947 2.32552 -3.78069 0.0 0.1 0.1
C 4.09962 1.22573 -4.17692 -0.1 -0.1 0.0
C 3.23280 0.62195 -3.28156 0.0 0.1 0.0
C 3.11525 1.10861 -1.98377 -0.1 0.0 -0.1
C 3.85704 2.20723 -1.58553 -0.1 -0.1 0.0
C 4.71996 2.82419 -2.48219 0.0 0.0 -0.1
C 5.48769 4.02370 -2.04317 0.0 0.1 0.2
O 5.38795 4.44781 -0.91047 0.0 0.0 0.0
H 8.74232 6.41721 -5.54706 0.0 0.0 0.0
H 8.42442 7.36912 -3.28675 0.0 0.0 0.0
H 6.92053 6.25082 -1.67585 -0.1 -0.1 0.0
H 7.52617 4.36949 -6.20766 -0.1 -0.1 0.0
H 4.19757 0.84899 -5.18567 0.1 0.1 0.0
H 2.64735 -0.23359 -3.59347 0.0 0.0 0.0
H 2.44626 0.63020 -1.28345 0.0 0.0 0.0
H 3.76825 2.59131 -0.57877 0.1 0.1 0.0
```
Positions in Å, forces in eV/Å.

E (eV): -173870.68709
Total charge: +1
ΔE to the lowest compared entry with this formula, charge and spin (kJ/mol): 0.00
Gap between HOMO and LUMO (hartree): 0.2762
LUMO level (eV): -3.13

Population analysis type Mulliken, resulting atomic charges in e:
1 O -0.59
2 P 0.96
3 O -0.53
4 O -0.46
5 C 0.38
6 N 0.35
7 C 0.04
8 Br 0.01
9 C -0.43
10 N -0.04
11 C 0.20
12 C -0.40
13 C -1.56
14 C 0.96
15 F -0.33
16 F -0.29
17 C 0.94
18 F -0.34
19 F -0.33
20 C 0.89
21 F -0.33
22 F -0.37
23 C -0.02
24 F -0.30
25 F -0.19
26 C 0.67
27 F -0.28
28 F -0.20
29 C 0.62
30 F -0.23
31 F -0.25
32 F -0.25
33 H 0.35
34 H 0.34
35 H 0.24
36 H -0.88
37 H 0.47
38 H 0.24
39 H 0.35
40 H 0.37
41 H 0.67
42 H 0.57
43 C -0.78
44 C -0.09
45 C -0.73
46 C -0.11
47 C 0.34
48 C -0.59
49 C 0.54
50 O -0.67
51 C 0.34
52 C -0.62
53 C -0.47
54 C -0.60
55 C -0.58
56 C 0.08
57 C 0.36
58 O -0.57
59 H 0.41
60 H 0.50
61 H 0.79
62 H 0.49
63 H 0.48
64 H 0.40
65 H 0.42
66 H 0.68
67 C -0.48
68 C -0.48
69 C -0.53
70 C 0.23
71 C 0.16
72 C -0.56
73 C 0.60
74 O -0.66
75 C 0.17
76 C -0.68
77 C -0.71
78 C -0.20
79 C -0.78
80 C 0.30
81 C 0.51
82 O -0.67
83 H 0.40
84 H 0.40
85 H 0.47
86 H 0.48
87 H 0.48
88 H 0.48
89 H 0.59
90 H 0.49

DFT (ωB97M-V/def2-TZVPD) results for a structure of composition C19H25Cl3GeN3O4Ru.

```
56
Properties=species:S:1:pos:R:3:forces:R:3
Ru 0.74272 0.47974 -0.68473 1.6 0.2 -1.0
C 0.46745 3.00275 1.11304 -0.2 -0.8 0.6
C 0.38670 1.75980 1.96873 0.8 0.5 2.4
O 1.25595 0.71559 1.57082 0.9 -0.1 -0.8
C 2.67623 1.00957 1.78159 0.0 0.6 -0.8
C 3.45171 0.33453 0.68519 0.9 -0.3 -0.5
O 2.91151 0.85548 -0.58057 0.5 0.1 0.7
C 3.74813 0.82556 -1.76674 -0.1 -0.7 0.2
C 3.00382 1.53547 -2.88368 -1.1 0.9 -0.6
O 1.62326 1.91127 -2.47601 1.3 0.1 -0.2
C 1.63842 3.26074 -1.94125 -0.7 -0.4 0.6
C 0.28437 3.45883 -1.27095 -0.2 0.5 0.3
O 0.03003 2.52717 -0.16383 0.1 0.4 -1.2
H -0.15680 3.78964 1.57220 -0.1 -0.3 -0.6
H 1.48013 3.38380 1.03528 0.2 0.1 0.0
H 0.68039 1.95945 3.01525 -0.3 0.5 -0.3
H -0.60069 1.32189 2.04188 -0.3 0.1 -0.4
H 2.89714 2.09732 1.68696 -0.5 -0.6 0.3
H 2.99529 0.65907 2.75131 -0.1 -0.1 0.4
H 4.56519 0.49533 0.81679 -1.3 0.2 -0.4
H 3.29942 -0.74482 0.67138 0.0 -0.1 0.1
H 4.70186 1.29254 -1.54097 0.1 0.1 0.1
H 3.92837 -0.20256 -2.12554 0.0 0.2 0.7
H 3.47555 2.44262 -3.26496 0.2 0.1 0.5
H 2.98562 0.91210 -3.77604 -0.6 -0.2 0.2
H 2.48270 3.38200 -1.24059 -0.3 0.0 -0.3
H 1.70005 3.99734 -2.74489 0.2 -0.1 -0.1
H 0.18200 4.46652 -0.83250 0.1 -0.3 -0.5
H -0.50542 3.31356 -2.02930 0.2 -0.1 0.5
C -3.28490 0.48213 -1.85799 -0.1 0.3 -0.8
C -1.91146 0.33053 -1.94369 0.1 0.5 0.9
N -1.19775 0.10759 -0.79602 -0.5 -1.6 -0.2
C -1.76479 -0.43749 0.31393 -2.0 1.1 -2.8
C -3.17812 -0.35283 0.42152 0.0 0.2 0.1
C -3.89991 0.24700 -0.64158 0.7 -0.2 -0.2
C -3.90982 -0.78097 1.58931 -0.8 0.6 -1.2
C -3.59417 -1.83884 2.39729 -0.2 -0.3 0.8
C -2.77400 -2.98373 2.14523 -0.3 -0.4 1.7
C -2.55467 -3.80406 3.28558 0.3 -0.1 -0.4
C -1.60620 -4.85458 3.07633 -0.7 1.0 -0.3
N -1.04773 -5.10931 1.91131 -0.5 0.4 0.7
C -1.44292 -4.31474 0.90445 0.6 -0.2 -1.0
N -2.24385 -3.28594 0.95938 0.1 0.5 -0.7
H -3.79854 0.84294 -2.77089 0.0 -0.5 0.9
H -1.38632 0.45032 -2.91898 -0.1 0.2 1.1
H -1.15745 -1.02472 0.94148 0.8 0.0 1.1
H -4.94480 0.41724 -0.54937 -0.8 0.1 0.2
H -4.91113 -0.30089 1.77701 1.2 -0.3 -0.1
H -4.11592 -1.84637 3.35750 0.1 -0.2 -0.2
H -3.05856 -3.57578 4.25512 0.7 -0.5 -0.9
H -1.29768 -5.45842 3.86906 0.3 -1.0 1.3
H -0.99050 -4.56901 -0.05468 -0.3 0.2 0.1
Cl -1.03785 -3.88466 -2.81432 0.5 0.4 -0.3
Ge 0.75357 -2.86573 -3.45458 1.2 -1.1 1.2
Cl 2.55136 -4.17083 -3.37943 -1.4 0.9 -0.3
Cl 1.47297 -1.66115 -1.41082 -0.3 -0.5 -0.6
```
Positions in Å, forces in eV/Å.

E (eV): -129404.42736
Total charge: +3
ΔE to the lowest compared entry with this formula, charge and spin (kJ/mol): 0.00
Gap between HOMO and LUMO (alpha / beta) (hartree): 0.2665 / 0.1783
LUMO level (alpha / beta) (eV): -10.00 / -12.50
2S+1: 5

Population analysis type Mulliken, resulting atomic charges in e:
1 Ru 0.45
2 C -0.49
3 C -0.57
4 O -0.32
5 C -0.62
6 C -0.70
7 O 0.30
8 C -0.48
9 C -0.60
10 O -0.35
11 C -0.46
12 C -0.78
13 O -0.14
14 H 0.45
15 H 0.38
16 H 0.47
17 H 0.27
18 H 0.30
19 H 0.48
20 H 0.46
21 H 0.27
22 H 0.36
23 H 0.31
24 H 0.39
25 H 0.38
26 H 0.33
27 H 0.48
28 H 0.45
29 H 0.34
30 C -0.86
31 C -0.39
32 N 0.55
33 C -0.73
34 C 0.85
35 C -0.50
36 C -0.84
37 C -0.51
38 C 1.05
39 C -0.51
40 C -0.30
41 N -0.44
42 C 0.04
43 N -0.32
44 H 0.43
45 H 0.48
46 H 0.89
47 H 0.58
48 H 0.44
49 H 0.41
50 H 0.39
51 H 0.52
52 H 0.29
53 Cl -0.19
54 Ge 0.79
55 Cl -0.16
56 Cl -0.29